Version P
An isolated molecule of C2H5N5, computed with wB97M-V/def2-TZVPD.

Summary:
frontier orbital gap = 8.966 eV
total charge = 0
SMILES string = [H]/N=c1/ncn(N)[nH]1
2S+1 = 1

Cartesian coordinates (Å):
1 H -2.671 -1.344 0.019
2 N -2.668 -0.219 0.340
3 C -1.476 0.234 -0.263
4 N -1.053 1.496 -0.334
5 C 0.267 1.403 0.035
6 N 0.690 0.060 0.294
7 N 2.188 -0.089 -0.063
8 N -0.391 -0.747 -0.559
9 H 0.960 2.137 0.279
10 H 2.531 -0.707 0.868
11 H 2.327 -0.830 -0.839
12 H -0.702 -1.395 0.222

---

Version Q
A cluster of 2 separate species, C2H5N5 in total, computed with wB97M-V/def2-TZVPD.

Summary:
frontier orbital gap = 10.664 eV
total charge = 0
2S+1 = 1

Cartesian coordinates (Å):
1 C -0.387 -1.110 0.139
2 C -0.467 0.204 -0.595
3 N 4.037 -1.619 -0.236
4 N -0.447 -2.127 0.672
5 N 2.109 -0.896 0.865
6 N 3.088 -1.279 0.290
7 N -1.598 1.021 -0.107
8 H 0.395 0.612 -0.242
9 H -0.346 0.075 -1.716
10 H -1.268 1.904 0.326
11 H 1.430 -1.403 1.325
12 H -2.286 1.013 -0.806

---

Most stable: version Q

---

Version P
An isolated molecule of CN2O3, computed with wB97M-V/def2-TZVPD.

Summary:
frontier orbital gap (spin up / spin down) = 8.201 / 8.289 eV
total charge = 0
SMILES string = N#COON=O
2S+1 = 1

Cartesian coordinates (Å):
1 N -2.475 0.035 -0.654
2 C -1.567 0.101 0.061
3 O -0.552 0.452 0.620
4 O 0.713 -0.505 0.202
5 N 1.976 -0.428 -0.102
6 O 2.468 0.601 -0.242

---

Version Q
A cluster of 2 separate species, CN2O3 in total, computed with wB97M-V/def2-TZVPD.

Summary:
frontier orbital gap = 12.335 eV
total charge = 0
SMILES string = N#[N+][O-].O=C=O
2S+1 = 1

Cartesian coordinates (Å):
1 N -1.680 1.039 -1.628
2 N -0.845 0.597 -2.173
3 O -0.029 0.244 -2.870
4 O 0.753 -1.560 2.963
5 C 0.863 -0.678 2.157
6 O 0.939 0.358 1.553

---

Most stable: version Q

---

Version P
An isolated molecule of C10H11NO2, computed with wB97M-V/def2-TZVPD.

Summary:
frontier orbital gap = 8.686 eV
total charge = 0
SMILES string = CC(=O)N/C=C\c1ccccc1O
2S+1 = 1

Cartesian coordinates (Å):
1 C 1.741 -2.431 -1.952
2 C 1.276 -1.725 -0.688
3 O 1.682 -0.598 -0.439
4 N 0.352 -2.406 0.020
5 C -0.050 -1.872 1.217
6 C -0.285 -0.632 1.663
7 C -0.463 0.632 0.999
8 C -0.335 1.815 1.712
9 C -0.554 3.053 1.110
10 C -0.901 3.132 -0.267
11 C -1.101 1.948 -0.997
12 C -0.887 0.704 -0.327
13 O -1.061 -0.389 -1.124
14 H 1.573 -3.502 -1.965
15 H 1.125 -2.024 -2.756
16 H 2.747 -2.209 -2.157
17 H 0.215 -3.414 -0.121
18 H -0.157 -2.643 1.970
19 H -0.404 -0.673 2.749
20 H -0.075 1.793 2.733
21 H -0.408 3.969 1.684
22 H -1.009 4.144 -0.736
23 H -1.340 1.966 -2.084
24 H -0.348 -0.417 -1.768

---

Version Q
A structure of composition C10H11NO2, computed with wB97M-V/def2-TZVPD.

Summary:
frontier orbital gap = 9.467 eV
total charge = 0
2S+1 = 1

Cartesian coordinates (Å):
1 C -2.934 -1.082 -0.047
2 C -2.063 -2.155 -0.039
3 C -2.429 0.210 -0.025
4 C -0.694 -1.948 -0.021
5 C -1.064 0.421 0.001
6 C -0.177 -0.657 -0.015
7 C 1.146 1.051 -2.070
8 C 1.804 0.599 -1.017
9 C 1.727 0.508 1.704
10 C 1.281 -0.373 -0.015
11 N 2.143 -1.567 -0.081
12 O 2.967 -1.760 0.778
13 O 1.978 -2.274 -1.048
14 H -4.000 -1.245 -0.068
15 H -2.447 -3.164 -0.051
16 H -3.105 1.053 -0.029
17 H -0.043 -2.807 -0.042
18 H -0.673 1.426 0.030
19 H 1.596 1.757 -2.746
20 H 0.142 0.734 -2.300
21 H 2.822 0.919 -0.833
22 H 2.745 0.217 1.898
23 H 1.591 1.559 1.504
24 H 1.013 0.102 2.401

---

Version R
An isolated molecule of C10H11NO2, computed with wB97M-V/def2-TZVPD.

Summary:
frontier orbital gap (spin up / spin down) = 6.880 / 7.501 eV
total charge = 0
2S+1 = 1

Cartesian coordinates (Å):
1 C -3.496 -0.669 -0.400
2 C -2.473 -0.570 -1.348
3 C -3.061 -0.407 0.962
4 C -1.155 -0.254 -1.041
5 C -1.767 0.002 1.171
6 C -0.811 0.037 0.228
7 C 1.482 -1.655 0.185
8 C 0.474 0.437 0.653
9 C 1.761 0.553 -0.199
10 C 2.845 1.267 0.586
11 N 2.164 -0.832 -0.477
12 O 1.341 -2.816 0.345
13 O 1.598 1.314 -1.437
14 H -4.467 -0.993 -0.605
15 H -2.713 -0.784 -2.460
16 H -3.648 -0.578 1.783
17 H -0.436 -0.155 -1.856
18 H -1.377 -0.009 2.232
19 H 0.648 0.792 1.691
20 H 2.381 2.133 0.924
21 H 3.685 1.454 -0.102
22 H 3.053 0.645 1.320
23 H 3.102 -0.996 -0.827
24 H 0.872 2.084 -1.330

---

Most stable: version P

---

Version P
An isolated molecule of C19H25N3OS, computed with wB97M-V/def2-TZVPD.

Summary:
frontier orbital gap = 8.546 eV
total charge = 0
SMILES string = CC(C)(C)c1nc(SCC(=O)NC2CCCC2)c2ccccc2n1
2S+1 = 1

Cartesian coordinates (Å):
1 C -1.391 2.860 -1.951
2 C -1.744 1.416 -1.601
3 C -2.525 1.370 -0.287
4 C -2.595 0.802 -2.723
5 C -0.491 0.576 -1.521
6 N -0.619 -0.630 -0.926
7 C 0.396 -1.458 -0.971
8 S 0.202 -3.054 -0.272
9 C -1.471 -2.948 0.442
10 C -1.359 -2.471 1.888
11 O -1.575 -3.200 2.830
12 N -0.982 -1.184 1.984
13 C -0.519 -0.594 3.220
14 C -0.681 0.923 3.181
15 C 0.524 1.424 2.369
16 C 1.586 0.309 2.444
17 C 0.999 -0.763 3.368
18 C 1.635 -1.102 -1.568
19 C 2.767 -1.927 -1.636
20 C 3.918 -1.454 -2.207
21 C 3.973 -0.151 -2.724
22 C 2.881 0.674 -2.672
23 C 1.682 0.215 -2.096
24 N 0.599 1.022 -2.074
25 H -0.843 2.898 -2.887
26 H -2.299 3.451 -2.044
27 H -0.767 3.297 -1.176
28 H -2.745 0.345 -0.001
29 H -1.957 1.846 0.509
30 H -3.465 1.906 -0.401
31 H -2.847 -0.230 -2.487
32 H -2.051 0.820 -3.665
33 H -3.516 1.367 -2.843
34 H -1.884 -3.954 0.411
35 H -2.041 -2.261 -0.181
36 H -0.808 -0.669 1.131
37 H -1.070 -1.074 4.032
38 H -1.634 1.219 2.746
39 H -0.637 1.309 4.199
40 H 0.902 2.362 2.773
41 H 0.246 1.610 1.330
42 H 2.537 0.680 2.822
43 H 1.771 -0.107 1.452
44 H 1.321 -1.769 3.103
45 H 1.279 -0.573 4.404
46 H 2.708 -2.926 -1.229
47 H 4.794 -2.083 -2.261
48 H 4.893 0.201 -3.168
49 H 2.904 1.677 -3.066

---

Version Q
A structure of composition C19H25N3OS, computed with wB97M-V/def2-TZVPD.

Summary:
frontier orbital gap = 7.696 eV
total charge = 0
2S+1 = 1

Cartesian coordinates (Å):
1 C -4.494 -0.258 -1.859
2 N -5.281 0.078 -0.873
3 C -6.614 0.353 -1.014
4 C -7.240 0.526 0.217
5 C -6.199 0.383 0.999
6 C -5.141 0.176 0.490
7 C -3.769 0.013 1.089
8 N -3.166 -1.149 0.489
9 C -1.866 -1.473 0.478
10 O -1.419 -2.705 0.510
11 C -0.997 -0.131 0.548
12 C -1.592 1.018 0.283
13 N -2.815 0.959 0.161
14 H -3.137 2.180 0.425
15 S -0.300 2.150 0.133
16 C 0.906 0.939 0.534
17 C 0.520 -0.445 0.600
18 C 1.438 -1.445 0.694
19 C 2.604 -1.060 -0.572
20 H 1.942 -1.242 -1.339
21 H 3.199 -1.962 -0.547
22 C 3.062 0.319 -0.343
23 H 3.106 0.733 -1.462
24 C 2.372 1.288 0.580
25 H 2.634 2.426 -0.169
26 H 2.884 1.164 1.423
27 C 4.707 -0.020 -0.169
28 C 5.466 -0.419 -1.322
29 H 5.200 -0.112 -2.131
30 H 5.113 -1.644 -1.321
31 H 6.507 -0.500 -1.135
32 C 5.245 1.559 -0.237
33 H 5.046 2.183 -0.987
34 H 4.893 2.003 0.734
35 H 6.328 1.471 -0.042
36 C 5.021 -0.331 1.202
37 H 4.673 -1.561 0.980
38 H 4.485 -0.006 2.257
39 H 6.031 -0.483 1.378
40 H 1.862 -1.254 1.679
41 H 1.055 -2.428 0.648
42 H -3.924 -1.872 0.951
43 H -3.781 0.253 2.056
44 H -6.324 0.613 2.232
45 H -8.430 0.814 0.399
46 H -7.106 0.103 -1.949
47 H -4.959 -0.175 -2.851
48 H -4.136 -1.461 -1.859
49 H -3.608 0.430 -1.988

---

Most stable: version P

---

Version P
A cluster of 2 separate species, C7H16OSi in total, computed with wB97M-V/def2-TZVPD.

Summary:
frontier orbital gap (spin up / spin down) = 7.477 / 7.364 eV
total charge = 0
2S+1 = 1

Cartesian coordinates (Å):
1 C 2.713 2.577 0.291
2 C 3.100 1.327 0.440
3 C -2.889 -1.322 0.797
4 C -1.188 1.090 -0.886
5 C 1.994 -1.806 -1.089
6 C -1.435 -1.070 0.369
7 C -1.070 0.328 0.436
8 O 2.139 -1.367 0.244
9 Si 1.859 0.029 1.026
10 H 3.398 3.317 -0.234
11 H 1.700 2.874 0.493
12 H 4.027 0.836 0.174
13 H -3.179 -0.501 1.444
14 H -2.953 -2.363 1.150
15 H -3.649 -1.144 -0.010
16 H -1.438 0.454 -1.694
17 H -1.856 1.925 -0.825
18 H -0.329 1.526 -1.084
19 H 2.436 -2.938 -1.161
20 H 2.581 -1.228 -1.728
21 H 0.937 -1.728 -1.482
22 H -0.997 -1.611 1.233
23 H -1.062 -1.472 -0.683
24 H -1.592 0.745 1.268
25 H 1.826 -0.484 2.327

---

Version Q
A cluster of 2 separate species, C7H16OSi in total, computed with wB97M-V/def2-TZVPD.

Summary:
frontier orbital gap (spin up / spin down) = 7.544 / 7.543 eV
total charge = 0
2S+1 = 1

Cartesian coordinates (Å):
1 C 3.015 0.785 -1.719
2 C 2.066 -0.148 -1.479
3 C -0.470 1.933 1.579
4 C -1.785 -1.201 -1.459
5 C -1.488 1.039 0.886
6 C -1.946 -1.450 -0.007
7 C -1.299 -0.446 1.027
8 O 2.273 0.043 1.508
9 Si 1.526 -0.679 0.224
10 H 3.841 0.740 -2.513
11 H 3.187 1.417 -0.909
12 H 1.638 -0.723 -2.259
13 H -0.757 2.968 1.492
14 H -0.464 1.643 2.664
15 H 0.534 1.872 1.017
16 H -1.972 -2.124 -1.871
17 H -0.735 -0.800 -1.640
18 H -2.581 -0.660 -1.963
19 H -1.508 1.286 -0.179
20 H -2.510 1.322 1.335
21 H -3.035 -1.524 0.137
22 H -1.406 -2.333 0.415
23 H -1.219 -0.788 2.133
24 H 3.222 -0.158 1.776
25 H 1.875 -2.016 -0.194

---

Most stable: version Q

---

Version P
A cluster of 14 separate species, C7H39NO13 in total, computed with wB97M-V/def2-TZVPD.

Summary:
frontier orbital gap = 9.015 eV
total charge = 0
2S+1 = 1

Cartesian coordinates (Å):
1 C -1.353 0.289 0.596
2 C -2.082 0.698 -0.693
3 C -2.238 -0.548 -1.577
4 C 1.024 -4.136 -1.579
5 C 0.195 -3.472 -2.372
6 C -0.882 -2.579 -1.855
7 C -0.956 -1.259 -1.959
8 N -0.422 1.312 1.116
9 H -2.141 0.292 1.367
10 H -0.861 -0.679 0.683
11 H -1.472 1.429 -1.210
12 H -3.068 1.101 -0.519
13 H -2.901 -1.251 -1.062
14 H -2.719 -0.307 -2.534
15 H 0.890 -4.079 -0.506
16 H 1.868 -4.692 -1.958
17 H 0.169 -3.615 -3.449
18 H -1.617 -3.125 -1.259
19 H -0.137 -0.565 -2.139
20 H 0.456 1.255 0.610
21 H -0.703 2.275 1.034
22 H 3.056 0.315 -0.968
23 H 1.899 -0.305 -0.051
24 O 2.150 0.362 -0.696
25 H 1.041 3.010 -2.457
26 H 0.807 2.237 -3.715
27 O 0.347 2.840 -3.125
28 H 4.439 1.383 2.781
29 H 3.170 0.922 3.392
30 O 3.546 1.698 2.949
31 H -1.545 2.436 -4.535
32 H -1.611 1.512 -3.334
33 O -1.738 1.534 -4.282
34 H 1.488 -1.204 1.984
35 H 2.806 -2.125 2.158
36 O 2.257 -1.628 1.557
37 H 1.692 2.472 3.098
38 H 0.249 2.390 3.489
39 O 1.056 2.865 3.710
40 H -2.517 -0.429 4.956
41 H -1.944 -1.814 4.831
42 O -1.684 -0.909 5.007
43 H 1.614 0.648 -5.205
44 H 3.042 1.093 -4.843
45 O 2.115 1.289 -4.692
46 H -1.189 3.238 -2.206
47 H -2.399 3.982 -2.709
48 O -2.109 3.453 -1.959
49 H -2.253 -3.030 3.050
50 H -3.569 -2.727 2.385
51 O -3.208 -3.214 3.116
52 H -0.082 -2.474 2.018
53 H 0.146 -3.426 3.235
54 O -0.502 -3.084 2.628
55 H 1.724 2.701 -0.376
56 H 3.169 3.167 -0.840
57 O 2.262 3.024 -1.098
58 H 0.325 -0.482 4.069
59 H 0.109 0.161 2.679
60 O 0.789 -0.228 3.261

---

Version Q
A cluster of 14 separate species, C7H39NO13 in total, computed with wB97M-V/def2-TZVPD.

Summary:
frontier orbital gap = 9.033 eV
total charge = 0
2S+1 = 1

Cartesian coordinates (Å):
1 C -0.008 0.325 1.827
2 C 1.301 -0.386 1.472
3 C 2.327 0.651 0.856
4 C 0.635 3.035 -3.002
5 C 1.500 2.093 -2.617
6 C 1.944 1.954 -1.225
7 C 2.051 0.775 -0.618
8 N -1.162 -0.605 1.827
9 H -0.076 0.736 2.835
10 H -0.160 1.144 1.126
11 H 1.092 -0.932 0.552
12 H 1.723 -0.957 2.277
13 H 2.297 1.616 1.367
14 H 3.327 0.320 1.163
15 H 0.116 3.709 -2.336
16 H 0.271 2.946 -4.019
17 H 2.063 1.586 -3.387
18 H 1.776 2.881 -0.678
19 H 1.952 -0.202 -1.081
20 H -1.227 -1.176 0.993
21 H -1.084 -1.253 2.601
22 H -0.651 -0.466 -0.779
23 H -1.408 -0.583 -2.020
24 O -0.835 -1.115 -1.456
25 H 2.001 -2.892 -0.256
26 H 2.908 -3.125 -1.585
27 O 2.891 -2.910 -0.650
28 H -3.563 -2.438 -0.890
29 H -4.681 -1.701 -0.271
30 O -4.381 -2.609 -0.403
31 H 4.410 -1.543 -0.593
32 H 5.283 -0.295 -0.666
33 O 5.313 -1.249 -0.789
34 H -2.973 0.351 0.013
35 H -3.659 0.622 -1.400
36 O -2.805 0.507 -0.975
37 H -3.306 -3.510 1.216
38 H -3.372 -2.182 1.941
39 O -3.109 -3.097 2.061
40 H -3.288 2.460 3.607
41 H -2.465 3.224 2.499
42 O -3.150 2.556 2.663
43 H 3.957 -1.095 -2.850
44 H 2.866 -1.413 -3.860
45 O 3.314 -1.775 -3.088
46 H 3.562 -3.502 1.126
47 H 4.476 -2.413 1.295
48 O 3.858 -2.911 1.846
49 H -1.379 4.353 0.594
50 H -0.495 4.876 1.805
51 O -1.307 4.435 1.559
52 H -2.346 2.458 -0.823
53 H -3.045 3.664 -0.255
54 O -2.328 3.435 -0.853
55 H -0.308 -2.476 -0.830
56 H 0.027 -3.872 -1.324
57 O 0.246 -3.246 -0.627
58 H -4.013 1.091 1.797
59 H -3.119 -0.131 1.950
60 O -3.784 0.261 1.339

---

Most stable: version Q

---

Version P
An isolated molecule of C13H24O, computed with wB97M-V/def2-TZVPD.

Summary:
frontier orbital gap = 10.107 eV
total charge = 0
SMILES string = C[C@H]1CCCCCCCCCCC1=O
2S+1 = 1

Cartesian coordinates (Å):
1 C -1.715 1.019 1.526
2 C -2.026 0.982 0.074
3 C -0.918 1.348 -0.910
4 C 0.007 2.459 -0.491
5 C 1.338 1.969 0.138
6 C 2.374 1.130 -0.744
7 C 3.244 0.230 0.183
8 C 2.406 -0.781 0.996
9 C 1.967 -2.054 0.245
10 C 0.761 -2.171 -0.676
11 C -0.437 -1.692 0.166
12 C -1.681 -1.409 -0.843
13 C -2.532 -0.426 -0.169
14 O -3.616 -0.743 0.286
15 H -1.713 1.998 1.898
16 H -0.613 0.695 1.687
17 H -2.394 0.461 1.985
18 H -2.917 1.584 -0.106
19 H -1.456 1.650 -1.799
20 H -0.320 0.414 -1.083
21 H 0.211 3.291 -1.186
22 H -0.473 3.065 0.245
23 H 1.953 2.822 0.532
24 H 1.029 1.375 0.979
25 H 2.985 1.823 -1.338
26 H 1.890 0.414 -1.445
27 H 3.814 0.919 0.809
28 H 4.011 -0.276 -0.436
29 H 1.513 -0.244 1.418
30 H 3.047 -1.150 1.822
31 H 1.768 -2.779 1.084
32 H 2.850 -2.441 -0.341
33 H 1.029 -1.555 -1.572
34 H 0.642 -3.151 -1.106
35 H -0.061 -0.833 0.680
36 H -0.844 -2.473 0.786
37 H -2.315 -2.293 -1.010
38 H -1.441 -1.003 -1.764

---

Version Q
An isolated molecule of C13H24O, computed with wB97M-V/def2-TZVPD.

Summary:
frontier orbital gap = 10.077 eV
total charge = 0
SMILES string = CC(C)CCC1C[C@@H](C)C(=O)[C@H](C)C1
2S+1 = 1

Cartesian coordinates (Å):
1 C -0.783 -0.977 3.991
2 C -0.577 0.487 3.568
3 C -1.811 1.125 2.921
4 C 0.673 0.553 2.654
5 C 0.405 -0.038 1.244
6 C 1.700 -0.159 0.371
7 C 1.498 -1.027 -0.897
8 C 0.857 -0.328 -2.100
9 C -0.657 -0.444 -2.187
10 C 1.256 1.121 -2.259
11 O 1.040 1.727 -3.315
12 C 1.462 2.007 -1.004
13 C 2.239 3.300 -1.277
14 C 2.365 1.148 0.001
15 H -1.487 -0.990 4.793
16 H -1.164 -1.625 3.190
17 H 0.154 -1.400 4.395
18 H -0.383 1.055 4.485
19 H -2.316 0.458 2.190
20 H -1.554 2.038 2.416
21 H -2.532 1.344 3.738
22 H 0.975 1.608 2.604
23 H 1.467 -0.059 3.093
24 H -0.033 -1.055 1.343
25 H -0.328 0.619 0.726
26 H 2.429 -0.710 0.959
27 H 0.956 -1.929 -0.622
28 H 2.472 -1.420 -1.219
29 H 1.292 -0.836 -2.977
30 H -1.117 0.213 -1.431
31 H -1.050 -0.063 -3.159
32 H -0.973 -1.478 -1.975
33 H 0.530 2.252 -0.533
34 H 1.604 4.063 -1.784
35 H 3.124 3.098 -1.918
36 H 2.535 3.788 -0.362
37 H 2.520 1.716 0.923
38 H 3.321 0.928 -0.474

---

Most stable: version Q